This record from the Open Molecules 2025 dataset describes a structure of composition CH5OPS. The level of theory is ωB97M-V/def2-TZVPD.

```
9
Properties=species:S:1:pos:R:3:mulliken_charge:R:1
C 0.64 -0.81 -0.83 -0.77
O -1.78 0.38 0.20 -0.74
P 0.40 0.39 0.61 0.51
S 0.79 0.17 2.48 -0.30
H 0.84 -1.86 -0.61 0.32
H -0.48 -0.72 -1.15 0.28
H 1.37 -0.41 -1.45 0.32
H -2.10 1.22 0.56 0.27
H 0.32 1.64 0.19 0.09
```

* 2S+1: 1
* HOMO-LUMO gap: 9.234 eV
* relative energy (zero: lowest compared OMol25 entry of this formula, charge and spin): 49.83 kcal/mol


This record from the Open Molecules 2025 dataset describes a structure of composition C3H6BeO3. The level of theory is ωB97M-V/def2-TZVPD.

```
13
Properties=species:S:1:pos:R:3:lowdin_spin:R:1
H 0.67 1.91 -0.91 0.02
O -1.94 -0.72 0.46 0.01
C -1.04 -0.06 0.04 0.01
O 0.21 -0.57 -0.10 0.14
Be 1.84 0.06 0.27 0.67
O -1.11 1.25 -0.05 0.01
C 0.03 2.10 -0.04 0.05
H 0.57 2.00 0.91 0.03
H -0.35 3.12 -0.11 0.00
C 0.26 -2.01 -0.11 0.04
H 1.32 -2.26 -0.27 0.03
H -0.07 -2.45 0.83 0.00
H -0.38 -2.38 -0.92 0.00
```

* 2S+1: 2
* net charge: +1
* HOMO-LUMO gap (alpha / beta): 8.733 / 9.463 eV
* ⟨S²⟩: 0.75
* relative energy (zero: lowest compared OMol25 entry of this formula, charge and spin): 22.59 kcal/mol


This record from the Open Molecules 2025 dataset describes a cluster of 2 separate species, C4H15N2O in total. The level of theory is ωB97M-V/def2-TZVPD.

```
22
Properties=species:S:1:pos:R:3:mulliken_charge:R:1
N -1.65 -0.74 0.87 -0.27
C -0.92 0.36 -0.01 0.47
C -1.53 0.31 -1.38 -1.36
C 0.60 0.12 0.06 -0.92
N 1.27 1.03 -0.82 -0.22
C 2.12 2.07 -0.24 -0.96
H -0.99 -1.33 1.40 0.28
H -2.17 -0.15 1.52 0.39
H -2.24 -1.34 0.28 0.33
H -1.20 1.24 0.56 0.24
H -1.76 -0.72 -1.67 0.43
H -0.82 0.71 -2.10 0.35
H -2.41 0.93 -1.51 0.34
H 0.94 0.24 1.08 0.46
H 0.78 -0.92 -0.23 0.26
H 1.69 0.58 -1.61 0.24
H 2.31 2.82 -1.01 0.33
H 1.56 2.61 0.54 0.30
H 3.02 1.70 0.27 0.32
H 0.38 -3.53 2.04 0.30
H 0.70 -3.18 0.59 0.31
O 0.31 -2.80 1.40 -0.63
```

* 2S+1: 1
* net charge: +1
* HOMO-LUMO gap: 9.283 eV
* relative energy (zero: lowest compared OMol25 entry of this formula, charge and spin): 27.11 kcal/mol


This record from the Open Molecules 2025 dataset describes an isolated molecule of C2H4N2S2. The level of theory is ωB97M-V/def2-TZVPD.

```
10
Properties=species:S:1:pos:R:3:mulliken_charge:R:1
N -0.59 -1.53 -1.40 -0.63
N -0.12 -0.97 -0.29 -0.04
C 0.41 0.28 -0.62 -0.29
C 0.55 1.00 0.74 0.35
S 0.43 2.61 0.76 -0.27
S 0.88 -0.08 2.04 -0.19
H -1.34 -2.34 -1.06 0.30
H -1.11 -0.73 -1.77 0.27
H 0.29 0.95 -1.54 0.33
H 0.60 0.80 3.14 0.17
```

* 2S+1: 1
* SMILES: N/N=C/C(=S)S
* HOMO-LUMO gap: 7.989 eV
* relative energy (zero: lowest compared OMol25 entry of this formula, charge and spin): 88.24 kcal/mol


This record from the Open Molecules 2025 dataset describes a structure of composition C36H39ClCuP2. The level of theory is ωB97M-V/def2-TZVPD.

```
79
Properties=species:S:1:pos:R:3:lowdin_spin:R:1
Cu -4.27 2.59 2.04 0.46
C -2.59 0.57 6.31 0.00
C -1.58 0.32 5.46 0.00
C -1.23 -0.90 4.65 0.00
C -2.10 -1.25 3.43 0.00
C -3.57 -1.50 3.66 0.00
C -4.20 -1.65 4.82 0.00
C -3.58 -1.78 6.17 0.00
C -3.53 -0.43 6.92 0.00
C -3.85 3.41 0.36 0.03
H -2.61 1.56 6.80 0.00
H -0.89 1.16 5.28 0.00
H -1.08 -1.80 5.26 0.00
H -0.24 -0.67 4.22 0.00
H -1.98 -0.48 2.65 0.00
H -1.70 -2.19 3.02 0.00
H -4.15 -1.46 2.72 0.00
H -5.30 -1.69 4.82 0.00
H -2.57 -2.20 6.13 0.00
H -4.20 -2.48 6.75 0.00
H -4.53 0.04 6.95 0.00
H -3.27 -0.63 7.97 0.00
H -4.33 4.38 0.18 0.00
H -4.00 2.73 -0.52 0.00
H -2.76 3.58 0.47 0.00
P 2.67 1.22 -1.67 0.00
P 0.69 -0.47 -3.53 0.00
C 2.83 -0.57 -1.80 0.00
C 2.04 -1.28 -2.65 0.00
C 4.43 1.72 -2.02 0.00
C 5.53 0.86 -1.89 0.00
C 6.83 1.33 -2.14 0.00
C 7.04 2.63 -2.58 0.00
C 5.94 3.47 -2.81 0.00
C 4.65 3.02 -2.54 0.00
C 2.43 1.34 0.15 0.00
C 1.18 0.88 0.63 0.00
C 0.85 1.05 1.97 0.00
C 1.77 1.62 2.86 0.00
C 3.05 1.98 2.40 0.00
C 3.38 1.85 1.05 0.00
C 1.04 -1.18 -5.22 0.00
C 2.22 -0.78 -5.88 0.00
C 2.49 -1.23 -7.18 0.00
C 1.60 -2.10 -7.82 0.00
C 0.46 -2.54 -7.15 0.00
C 0.19 -2.09 -5.85 0.00
C -0.76 -1.44 -2.98 0.00
C -2.02 -0.88 -3.27 0.00
C -3.19 -1.57 -2.92 0.00
C -3.10 -2.80 -2.25 0.00
C -1.84 -3.34 -1.95 0.00
C -0.67 -2.66 -2.30 0.00
H 3.55 -1.05 -1.13 0.00
H 2.20 -2.35 -2.86 0.00
H 5.39 -0.17 -1.61 0.00
H 7.68 0.66 -1.98 0.00
H 8.05 3.00 -2.75 0.00
H 6.09 4.47 -3.21 0.00
H 3.79 3.68 -2.72 0.00
H 0.48 0.40 -0.06 0.00
H -0.14 0.75 2.33 0.00
H 1.50 1.75 3.91 0.00
H 3.77 2.39 3.10 0.00
H 4.37 2.12 0.69 0.00
H 2.93 -0.13 -5.37 0.00
H 3.40 -0.90 -7.69 0.00
H 1.81 -2.43 -8.84 0.00
H -0.22 -3.24 -7.64 0.00
H -0.69 -2.48 -5.33 0.00
H -2.09 0.09 -3.78 0.00
H -4.16 -1.15 -3.16 0.00
H -4.01 -3.34 -1.97 0.00
H -1.77 -4.31 -1.45 0.00
H 0.30 -3.07 -2.05 0.00
Cl -5.09 3.32 4.78 0.15
C -4.91 1.95 3.75 0.31
H -4.04 1.38 4.12 0.03
H -5.84 1.36 3.76 0.02
```

* 2S+1: 2
* HOMO-LUMO gap (alpha / beta): 8.219 / 5.481 eV
* ⟨S²⟩: 0.75


This record from the Open Molecules 2025 dataset describes an isolated molecule of CH3NO2. The level of theory is ωB97M-V/def2-TZVPD.

```
7
Properties=species:S:1:pos:R:3:mulliken_charge:R:1
C 0.09 -0.12 0.23 -0.57
N 0.73 0.58 1.25 -0.13
O 2.61 0.65 2.46 -0.43
O 1.93 0.18 1.47 0.30
H -0.38 0.42 -0.63 0.26
H 0.89 -0.67 -0.25 0.34
H -0.60 -0.72 0.81 0.23
```

* 2S+1: 1
* HOMO-LUMO gap (alpha / beta): 9.112 / 9.134 eV
* relative energy (zero: lowest compared OMol25 entry of this formula, charge and spin): 176.42 kcal/mol


This record from the Open Molecules 2025 dataset describes a cluster of 2 separate species, C5H14OS in total. The level of theory is ωB97M-V/def2-TZVPD.

```
21
Properties=species:S:1:pos:R:3:mulliken_charge:R:1
C -0.60 3.25 0.53 -1.17
C -1.29 1.92 0.87 -0.22
C -0.28 0.79 1.16 -0.72
C 1.03 0.78 0.36 -0.79
S 0.85 0.75 -1.42 -0.08
C 0.03 -0.79 -1.76 -0.82
H 0.20 3.50 1.24 0.29
H -0.18 3.18 -0.47 0.25
H -1.29 4.09 0.58 0.39
H -2.01 1.65 0.10 0.25
H -1.82 2.09 1.81 0.29
H -0.78 -0.17 1.01 0.30
H 0.00 0.83 2.22 0.39
H 1.60 1.66 0.66 0.33
H 1.58 -0.09 0.70 0.46
H 0.60 -1.72 -1.78 0.31
H -0.63 -0.69 -2.61 0.34
H -0.69 -0.97 -0.95 0.20
O 1.38 -6.97 -0.51 -0.64
H 0.81 -6.24 -0.26 0.32
H 1.50 -6.83 -1.46 0.32
```

* 2S+1: 1
* SMILES: CCCCSC.O
* HOMO-LUMO gap: 9.030 eV
* relative energy (zero: lowest compared OMol25 entry of this formula, charge and spin): 5.96 kcal/mol


This record from the Open Molecules 2025 dataset describes a structure of composition C35H62AlN2O22. The level of theory is ωB97M-V/def2-TZVPD.

```
122
Properties=species:S:1:pos:R:3:mulliken_charge:R:1
C 0.11 -0.77 2.09 -1.35
C -1.29 -0.51 2.68 0.20
N -2.36 -1.23 1.97 -0.42
Al -4.02 -1.15 2.92 -0.68
C -3.90 -2.16 4.68 -0.78
C -3.93 -3.70 4.56 -0.59
C -2.59 -4.37 4.88 -1.07
C -1.49 -3.97 3.89 1.03
C -0.29 -4.91 3.81 -0.90
N 0.35 -4.95 2.48 -0.77
C -4.36 0.81 3.37 -0.79
C -4.43 1.83 2.20 -0.53
C -3.54 1.44 1.07 0.33
O -2.47 2.06 0.83 -0.59
O -3.90 0.34 0.37 -0.48
C -5.58 -1.89 1.84 -0.35
O -5.47 -3.29 1.44 -0.27
O -4.64 -3.35 0.26 -0.42
H 0.60 0.20 1.99 0.14
H 0.03 -1.20 1.10 0.34
H 0.73 -1.38 2.74 0.25
H -1.50 0.56 2.58 0.35
H -1.29 -0.72 3.75 0.21
H -2.03 -2.17 1.79 0.19
H -3.05 -1.84 5.28 0.38
H -4.79 -1.85 5.24 0.46
H -4.65 -4.11 5.28 0.31
H -4.26 -4.04 3.58 0.30
H -2.30 -4.13 5.90 0.26
H -2.72 -5.45 4.80 0.44
H -1.95 -3.97 2.89 -0.33
H -1.17 -2.95 4.09 0.01
H 0.48 -4.61 4.52 0.36
H -0.63 -5.92 4.03 0.37
H 0.39 -4.01 2.11 0.32
H -0.27 -5.45 1.86 0.25
H -5.31 0.84 3.91 0.58
H -3.61 1.19 4.07 0.44
H -5.45 1.99 1.83 0.28
H -4.05 2.81 2.50 0.23
H -3.12 -0.23 0.32 0.41
H -6.48 -1.88 2.47 0.28
H -5.83 -1.31 0.95 0.30
H -3.77 -3.56 0.63 0.33
C 0.71 4.86 -1.40 -1.45
C 1.08 3.57 -0.72 1.29
C 0.11 3.06 0.33 -0.57
O 0.99 2.39 1.25 -0.17
C 2.21 2.93 1.14 0.59
O 3.12 2.72 1.89 -0.64
O 2.28 3.75 0.08 -0.39
H 0.78 5.70 -0.70 0.40
H 1.38 5.07 -2.23 0.21
H -0.31 4.82 -1.79 0.35
H 1.30 2.79 -1.46 -0.07
H -0.63 2.37 -0.05 0.39
H -0.39 3.87 0.86 0.10
C 4.52 3.16 -2.36 -0.76
C 4.38 3.89 -3.68 0.78
C 5.66 4.48 -4.24 -0.41
O 5.18 5.62 -4.97 -0.39
C 4.00 6.00 -4.43 0.56
O 3.44 7.01 -4.69 -0.57
O 3.57 5.07 -3.55 -0.23
H 4.72 3.87 -1.56 0.48
H 3.59 2.65 -2.12 -0.36
H 5.32 2.43 -2.40 0.26
H 3.90 3.24 -4.41 -0.03
H 6.20 3.81 -4.90 0.32
H 6.33 4.82 -3.45 0.29
C 5.83 0.94 2.36 -1.33
C 6.40 0.33 1.11 0.51
C 7.90 0.11 1.12 -0.53
O 8.25 0.26 -0.27 -0.39
C 7.31 1.03 -0.85 0.62
O 7.39 1.49 -1.95 -0.55
O 6.26 1.21 -0.02 -0.20
H 6.15 1.98 2.45 0.35
H 4.75 0.93 2.35 0.22
H 6.17 0.38 3.24 0.41
H 5.88 -0.60 0.86 0.25
H 8.20 -0.88 1.47 0.32
H 8.42 0.88 1.69 0.30
C -0.42 -7.31 -3.23 -1.42
C -0.37 -7.63 -1.76 0.48
C -1.23 -8.80 -1.32 -0.53
O -1.59 -8.45 0.01 -0.32
C -1.54 -7.10 0.11 0.63
O -1.95 -6.47 1.03 -0.53
O -0.95 -6.57 -0.98 -0.29
H -1.40 -6.91 -3.50 0.36
H 0.33 -6.56 -3.49 0.34
H -0.23 -8.21 -3.82 0.38
H 0.66 -7.76 -1.42 0.27
H -0.69 -9.75 -1.32 0.31
H -2.14 -8.90 -1.92 0.32
C 4.72 -1.80 -6.01 -1.47
C 3.53 -0.93 -5.67 0.44
C 3.74 0.56 -5.88 -0.51
O 2.89 1.13 -4.88 -0.26
C 2.75 0.22 -3.88 0.62
O 2.26 0.45 -2.82 -0.48
O 3.24 -0.98 -4.27 -0.34
H 5.51 -1.64 -5.29 0.35
H 4.45 -2.85 -5.99 0.37
H 5.09 -1.56 -7.01 0.37
H 2.64 -1.27 -6.21 0.28
H 3.43 0.91 -6.86 0.38
H 4.77 0.86 -5.69 0.31
C -4.88 4.93 0.06 -1.27
C -6.22 5.59 -0.12 0.58
C -6.16 7.10 -0.28 -0.49
O -7.41 7.52 0.29 -0.34
C -7.80 6.58 1.18 0.62
O -8.69 6.72 1.95 -0.54
O -7.03 5.48 1.07 -0.32
H -4.44 5.17 1.03 0.35
H -4.96 3.84 0.02 0.13
H -4.19 5.25 -0.73 0.40
H -6.77 5.14 -0.94 0.23
H -6.10 7.42 -1.32 0.31
H -5.34 7.55 0.29 0.32
```

* 2S+1: 1
* net charge: -1
* HOMO-LUMO gap: 6.165 eV


This record from the Open Molecules 2025 dataset describes a cluster of 3 separate species, C9H14BrNO6P in total. The level of theory is ωB97M-V/def2-TZVPD.

```
32
Properties=species:S:1:pos:R:3:mulliken_charge:R:1
Br -0.75 1.62 -4.73 -0.89
C 0.10 -1.44 -2.42 -0.31
C 1.39 -1.94 -2.06 -0.49
C 1.54 -2.74 -0.94 -0.25
C 0.48 -2.97 -0.11 -0.05
C -0.74 -2.38 -0.38 -0.01
C -0.93 -1.65 -1.54 -0.41
N 0.52 -3.89 1.07 1.00
O -0.46 -4.10 1.72 -0.61
O 1.61 -4.37 1.37 -0.64
H -0.03 -0.76 -3.25 0.26
H 2.17 -1.53 -2.69 0.38
H 2.56 -3.02 -0.74 0.39
H -1.59 -2.63 0.24 0.36
H -1.90 -1.20 -1.59 0.32
C -2.15 3.65 2.28 -0.61
O -1.50 2.39 2.47 -0.38
P -0.80 1.43 1.38 0.88
O -1.39 0.06 1.23 -0.54
O -0.77 2.37 0.09 -0.25
C 0.02 2.05 -1.04 -0.03
O 0.76 1.41 1.93 -0.34
C 1.76 0.62 1.30 -0.26
H -2.03 4.26 3.18 0.25
H -3.22 3.47 2.25 0.28
H -1.74 4.27 1.49 0.29
H -0.39 2.40 -1.98 0.14
H 0.28 0.99 -1.09 -0.19
H 1.00 2.51 -0.90 0.24
H 2.57 1.20 0.86 0.27
H 1.36 -0.07 0.55 -0.10
H 2.25 -0.02 2.04 0.28
```

* 2S+1: 1
* net charge: -1
* HOMO-LUMO gap: 6.381 eV
* relative energy (zero: lowest compared OMol25 entry of this formula, charge and spin): 18.42 kcal/mol


Number 1: F_max 4.9 eV/A. Number 2: F_max 4.3 eV/A. Number 3: F_max 1.4 eV/A. Number 4: F_max 6.6 eV/A. Number 5: F_max 1.7 eV/A. Number 6: F_max 4.4 eV/A. Number 7: F_max 1.8 eV/A. Number 8: F_max 3.2 eV/A. Number 9: F_max 2.8 eV/A.